[1]
This record from OMol25 describes C46H65BrF3N2O2P3S3ScSi as an isolated structure. The level of theory is wB97M-V/def2-TZVPD.

Output
Frontier orbital gap = 8.049 eV
Molar mass = 1077.10 u
Energy = -8194.36623 hartree
HOMO = -10.685 eV
Energy above the lowest of the compared OMol25 structures with the same formula, charge and spin = 53.93 kcal per mole
Total charge = +1
Spin multiplicity = 1
Max |F| = 0.0156 Eh/bohr

Each line ends with the Mulliken charge.
Atoms and positions in Å:
C1 2.686 -0.723 5.898  -0.641
C2 4.063 -0.732 6.094  -0.594
C3 1.472 2.530 3.035  0.596
H1 1.868 -3.152 4.253  0.397
C4 1.629 4.742 3.975  -0.794
H2 -6.483 0.066 -0.381  0.294
C5 0.788 -3.288 4.301  -1.259
C6 5.297 1.262 -3.540  -0.666
N1 3.571 1.612 1.376  0.688
H3 5.184 1.459 -4.599  0.453
H4 5.725 0.547 0.231  0.377
H5 3.293 -1.563 -0.843  -0.355
H6 -4.530 -2.830 0.901  0.672
H7 -6.465 1.177 -2.575  0.337
C7 4.899 -0.190 5.131  -0.908
H8 4.825 3.862 1.147  0.370
C8 3.588 6.536 -0.526  -0.613
C9 -4.284 1.481 -2.313  2.953
H9 -4.589 -3.193 -0.817  0.301
C10 -5.874 -1.637 -3.762  -1.747
H10 -1.512 3.515 4.313  0.465
H11 -6.371 -0.706 -4.024  0.288
O1 1.249 -3.317 -0.321  -0.278
C11 0.285 4.689 4.330  -0.604
H12 2.165 -5.714 -0.558  0.358
H13 2.024 -1.126 6.655  0.472
H14 3.719 7.608 -0.605  0.416
C12 -4.360 -1.474 -3.501  2.430
Si1 -4.004 -0.374 -1.980  -1.350
C13 -4.375 2.336 -1.044  -1.940
H15 4.479 -1.154 7.000  0.422
H16 -4.284 0.737 0.982  0.329
C14 3.243 3.789 -0.304  0.858
H17 7.219 0.323 -3.755  0.412
H18 3.416 2.148 -3.035  0.400
C15 -5.617 1.662 -3.068  -2.014
H19 -2.254 2.247 -2.562  0.010
C16 0.127 2.481 3.388  -0.041
C17 -0.465 3.557 4.042  -0.750
C18 2.997 0.333 3.755  1.303
C19 -3.724 -0.858 -4.759  -2.006
C20 0.314 -4.323 3.310  0.542
H20 -2.640 -0.753 -4.670  0.216
H21 1.697 4.026 -1.784  0.376
F1 0.064 1.993 -1.374  0.343
H22 -2.739 -2.914 -3.052  0.195
S1 2.938 -2.009 1.548  -0.544
H23 5.126 6.307 0.958  0.447
S2 3.399 -1.677 -3.279  -0.177
C21 2.457 4.520 -1.189  -0.332
H24 2.033 -0.757 -5.106  0.525
F2 0.376 3.138 0.457  0.268
H25 -3.076 -2.636 -0.086  0.282
H26 0.745 -5.288 3.565  0.322
C22 2.222 3.662 3.339  -0.578
H27 0.521 -3.623 5.305  0.530
H28 -3.491 2.253 -0.413  0.123
H29 -6.405 -2.078 -2.919  0.307
Sc1 0.620 0.429 0.006  1.407
H30 -4.312 -0.805 1.817  0.639
H31 2.016 6.463 -1.988  0.447
C23 4.209 4.434 0.464  -0.710
C24 2.632 5.895 -1.302  -0.718
C25 -6.112 -0.950 -0.206  -1.654
H32 -3.924 -1.528 -5.603  0.612
C26 0.499 -4.402 -0.961  0.292
C27 1.359 -0.225 -3.098  -1.273
H33 -1.367 -3.311 -1.074  -0.589
C28 2.158 -0.193 4.735  -0.802
H34 -5.841 2.734 -3.112  0.575
S3 -0.376 -1.483 1.333  -0.085
H35 0.308 -2.324 4.123  0.051
H36 0.737 -6.046 0.434  0.206
H37 -2.882 -0.325 0.900  0.022
C29 -1.187 -4.451 3.224  -1.285
H38 7.463 -0.128 -1.337  0.455
C30 2.142 -0.801 -4.034  -0.576
C31 -3.973 -0.295 0.906  -2.021
H39 -6.427 -1.238 0.804  0.478
H40 -1.577 -4.744 4.202  0.517
C32 -0.989 -4.276 -0.733  0.203
H41 -5.574 1.300 -4.095  0.350
F3 -1.079 1.518 0.509  0.447
C33 -3.154 2.094 -3.158  -1.514
C34 6.438 0.621 -3.066  -0.577
P1 3.077 1.983 -0.237  -0.328
Br1 -1.686 -0.601 -1.874  -0.009
C35 2.835 -1.221 -1.762  -0.206
H42 -2.880 1.507 -4.033  0.164
H43 2.214 5.625 4.200  0.455
H44 -4.141 0.116 -5.015  0.345
H45 0.498 0.394 -3.291  0.413
H46 3.269 3.701 3.062  0.316
H47 0.752 -6.496 -1.280  0.516
H48 -4.359 -3.514 -2.680  0.372
H49 -1.499 -5.068 -1.289  0.608
C36 6.577 0.370 -1.710  -0.883
H50 1.083 -0.176 4.592  0.422
C37 4.370 0.348 3.961  -0.635
P2 2.199 1.038 2.285  -0.703
H51 -0.176 5.533 4.829  0.407
P3 1.193 -2.782 1.167  0.856
C38 -0.699 2.845 -0.293  -0.849
H52 5.044 0.801 3.245  0.477
H53 -3.490 3.078 -3.508  0.608
H54 0.716 -4.228 -2.013  0.428
N2 1.757 -0.468 -1.789  1.724
H55 -6.617 -1.617 -0.903  0.342
H56 -1.239 -4.391 0.323  -0.239
C39 4.440 1.406 -1.287  1.263
H57 5.970 -0.174 5.289  0.445
H58 -0.470 1.609 3.147  0.349
C40 -4.573 -1.050 -0.292  2.687
H59 -1.472 -5.215 2.500  0.324
C41 4.376 5.806 0.356  -0.647
H60 -5.263 2.108 -0.451  0.349
H61 -1.649 -3.504 2.939  0.186
C42 1.075 -5.743 -0.557  -1.582
H62 4.308 0.918 1.401  -0.083
C43 4.303 1.649 -2.656  -0.871
C44 -4.162 -2.514 -0.085  -2.087
H63 -6.001 -2.322 -4.610  0.507
C45 5.581 0.763 -0.821  -0.452
H64 -3.845 -3.380 -4.349  0.613
C46 -3.785 -2.897 -3.366  -1.791
O2 0.855 -4.090 1.967  -0.211
H65 -4.453 3.385 -1.352  0.617



[2]
This record from OMol25 describes a single C6H11NS2 molecule. The level of theory is wB97M-V/def2-TZVPD.

Output
Frontier orbital gap (alpha / beta) = 6.618 / 7.917 eV
Molar mass = 161.30 u
Energy = -1086.18501 hartree
HOMO (alpha / beta) = -6.729 / -7.709 eV
Energy above the lowest of the compared OMol25 structures with the same formula, charge and spin = 99.02 kcal per mole
Spin multiplicity = 1
Max |F| = 0.0579 Eh/bohr

Each line ends with the Mulliken charge.
Atoms and positions in Å:
C1 -1.199 -0.131 0.294  0.427
C2 -0.837 0.590 2.663  -0.404
C3 -0.041 -0.984 -0.066  -0.491
H1 -0.884 1.725 2.529  0.257
S1 0.928 0.295 2.749  -0.214
S2 -1.370 1.326 -0.641  -0.100
H2 -2.697 0.311 1.696  0.371
C4 0.378 -0.672 -1.511  -0.939
H3 1.504 0.904 -2.372  0.388
H4 1.034 -1.397 -1.938  0.428
H5 -0.249 -2.061 0.030  0.330
H6 -1.842 -1.238 2.072  0.270
H7 -0.199 2.176 -2.334  0.341
H8 1.653 0.793 -0.611  0.305
H9 -0.525 -0.467 -2.119  0.406
C5 1.020 0.758 -1.449  -0.629
H10 1.009 -0.834 3.382  0.123
C6 -1.706 -0.149 1.681  -0.696
N1 0.035 1.814 -1.438  -0.303
H11 0.825 -0.722 0.516  0.131



[3]
This record from OMol25 describes an isolated ion of composition C7H16BN2 and charge +1. The level of theory is wB97M-V/def2-TZVPD.

Output
Frontier orbital gap = 11.031 eV
Molar mass = 139.03 u
Energy = -410.33507 hartree
HOMO = -13.810 eV
Total charge = +1
Spin multiplicity = 1
Max |F| = 0.0718 Eh/bohr

Each line ends with the Mulliken charge.
Atoms and positions in Å:
H1 -2.482 1.703 1.255  0.377
H2 3.160 -0.152 -0.591  0.337
H3 1.888 2.221 -0.429  0.354
C1 2.241 -0.573 -0.887  -0.922
H4 -1.523 2.370 0.044  0.354
H5 -2.268 -0.535 -1.253  0.297
H6 -2.552 -2.265 -0.634  0.367
H7 0.227 2.803 -0.043  0.418
C2 0.347 -1.555 0.531  -0.892
H8 0.550 -2.414 -0.126  0.351
C3 -2.040 1.511 0.323  -1.253
H9 2.294 -1.627 -1.023  0.335
C4 0.368 0.782 0.094  -0.200
N1 -1.050 -1.091 0.263  0.360
H10 0.796 -0.307 2.268  -0.065
C5 0.979 2.107 0.194  -1.390
C6 -0.885 0.429 0.193  0.713
H11 1.291 2.261 1.326  0.263
C7 -1.841 -1.441 -0.952  -0.695
H12 -2.911 1.503 -0.252  0.390
N2 1.219 -0.360 0.127  0.327
H13 -1.731 -1.274 0.984  0.427
H14 1.852 -0.131 -1.817  0.342
H15 2.235 -1.667 2.199  -0.029
B1 1.343 -1.011 1.579  0.146
H16 -1.210 -1.845 -1.801  0.288